71
Properties=species:S:1:pos:R:3 method="wB97M-V/def2-TZVPD" homo_energy_ha="-0.18465 / -0.18497" energy_ha=-4310.61911 spin_multiplicity=6 charge=-1 orbital_gap_ha="0.2268 / 0.2274" relative_energy_ev=0.000
Sm 0.420 0.924 -0.627
C 0.392 -0.594 3.952
C 0.907 -1.663 3.003
N 1.202 -2.857 3.495
C 1.667 -3.815 2.702
C 1.830 -3.664 1.303
C 2.268 -4.847 0.536
O 1.943 -4.761 -0.810
C 1.677 -2.379 0.792
C 1.913 -2.141 -0.598
N 1.107 -1.361 -1.369
C 0.502 -1.814 -2.515
C 1.214 -2.234 -3.597
C 0.554 -2.538 -4.769
C -0.821 -2.602 -4.766
C -1.566 -2.207 -3.676
C -0.924 -1.942 -2.511
I -1.886 -1.840 -0.649
C 1.344 -1.257 1.682
O 1.289 -0.020 1.297
H -0.114 -1.136 4.775
H -0.285 0.148 3.462
H 1.261 -0.130 4.484
H 1.899 -4.738 3.151
H 1.777 -5.759 1.054
H 3.335 -4.973 0.575
H 1.058 -5.141 -1.058
H 2.879 -2.457 -0.964
H 2.309 -2.071 -3.477
H 1.065 -2.748 -5.666
H -1.310 -3.097 -5.639
H -2.650 -2.006 -3.718
S 1.477 1.304 -3.584
C 2.755 1.587 -2.491
N 2.697 1.708 -1.149
C 3.883 2.032 -0.576
C 4.242 2.065 0.803
C 5.526 2.451 1.124
C 6.554 2.569 0.145
C 6.298 2.268 -1.229
C 4.992 2.012 -1.513
S 4.362 1.720 -3.116
H 3.514 2.067 1.579
H 5.716 2.749 2.136
H 7.585 2.871 0.485
H 7.100 2.132 -2.012
C -2.089 0.971 -1.295
C -3.344 1.033 -1.492
C -4.727 0.725 -1.242
C -5.421 0.204 -2.351
C -6.690 -0.260 -2.172
C -7.386 0.014 -0.862
C -6.679 0.485 0.192
C -5.342 0.929 -0.024
H -4.842 0.200 -3.271
H -7.222 -0.876 -2.930
H -8.425 -0.289 -0.691
H -7.176 0.560 1.171
H -4.758 1.332 0.850
F -3.577 3.454 4.727
C -2.811 3.597 3.619
C -1.936 4.680 3.589
F -2.106 5.724 4.420
C -0.807 4.716 2.754
F 0.106 5.737 3.007
C -0.515 3.683 1.806
S 0.609 3.846 0.543
C -1.422 2.576 1.918
F -0.966 1.369 1.423
C -2.435 2.498 2.826
F -2.994 1.277 3.031

---

81
Properties=species:S:1:pos:R:3 method="wB97M-V/def2-TZVPD" homo_energy_ha="-0.17205 / -0.17629" energy_ha=-16786.60118 spin_multiplicity=2 charge=-1 orbital_gap_ha="0.2314 / 0.2355" relative_energy_ev=0.515
Mn 1.998 -0.761 -0.349
Br 7.172 -4.701 1.779
C 5.780 -3.951 0.739
C 5.584 -4.347 -0.572
Br 6.700 -5.652 -1.369
C 4.548 -3.773 -1.324
Br 4.175 -4.295 -3.105
C 3.725 -2.796 -0.786
O 2.733 -2.220 -1.435
C 3.934 -2.380 0.566
O 3.095 -1.489 1.043
C 4.943 -2.979 1.310
Br 5.102 -2.413 3.101
N -0.077 -2.213 -2.391
C 0.001 -0.908 -2.686
N -0.796 -0.384 -3.617
C -0.557 0.896 -3.910
N -1.429 1.516 -4.743
N 0.476 1.632 -3.464
C 1.178 1.021 -2.521
N 0.923 -0.183 -2.013
C 2.405 1.660 -1.964
C 2.868 2.887 -2.400
C 4.044 3.368 -1.840
C 4.694 2.615 -0.876
C 4.153 1.395 -0.491
N 3.036 0.925 -1.036
H -0.621 -2.779 -3.020
H 0.765 -2.616 -1.985
H -2.063 0.929 -5.257
H -1.125 2.377 -5.162
H 2.313 3.431 -3.149
H 4.443 4.325 -2.149
H 5.598 2.967 -0.402
H 4.592 0.786 0.287
C 0.799 -3.634 1.250
O 0.088 -2.461 0.851
C -1.272 -2.541 0.863
C -1.968 -3.680 1.234
C -3.357 -3.690 1.156
Br -4.279 -5.274 1.656
C -4.065 -2.602 0.718
C -3.371 -1.440 0.366
C -1.982 -1.397 0.448
O -1.342 -0.265 0.086
C -4.172 -0.293 -0.096
N -5.477 -0.232 0.006
C -5.825 0.968 -0.584
C -7.079 1.553 -0.752
C -7.143 2.782 -1.378
C -5.984 3.433 -1.834
C -4.733 2.871 -1.675
C -4.679 1.631 -1.046
N -3.635 0.802 -0.715
H 0.569 -3.883 2.288
H 1.848 -3.395 1.163
H 0.542 -4.473 0.597
H -1.446 -4.564 1.563
H -5.142 -2.607 0.650
H -0.477 -0.120 0.537
H -7.969 1.050 -0.398
H -8.104 3.259 -1.521
H -6.076 4.396 -2.317
H -3.838 3.370 -2.024
H -2.648 0.936 -0.866
O 3.550 2.106 4.317
S 2.770 2.694 3.265
O 3.118 4.020 2.826
N 2.647 1.695 1.986
C 1.423 1.269 1.821
O 1.039 0.520 0.875
C 0.423 1.809 2.810
C -0.944 1.601 2.881
C -1.653 2.252 3.884
C -1.007 3.090 4.788
C 0.365 3.304 4.708
C 1.050 2.648 3.707
H -1.447 0.956 2.175
H -2.723 2.107 3.962
H -1.580 3.586 5.560
H 0.875 3.957 5.402

---

82
Properties=species:S:1:pos:R:3 method="wB97M-V/def2-TZVPD" homo_energy_ha=-0.19407 energy_ha=-3150.01724 charge=-1 orbital_gap_ha=0.2343 relative_energy_ev=0.495
Zr 0.121 0.136 0.035
C 2.875 1.526 1.427
N 1.512 1.993 1.159
C 1.606 3.275 0.462
C 0.776 2.175 2.414
C -0.743 2.155 2.202
N -1.092 0.839 1.704
C -2.176 0.211 2.121
C -2.300 -1.177 1.817
F -1.231 -1.740 1.120
C -3.351 -1.968 2.206
F -3.365 -3.276 1.876
C -4.398 -1.449 2.954
C -4.327 -0.101 3.275
F -5.334 0.440 3.996
C -3.280 0.706 2.886
F -3.350 2.024 3.230
H 3.457 2.288 1.971
H 3.375 1.314 0.481
H 2.856 0.614 2.023
H 2.027 4.053 1.121
H 0.623 3.598 0.118
H 2.264 3.185 -0.400
H 1.070 3.116 2.910
H 1.000 1.340 3.085
H -1.062 2.939 1.496
H -1.202 2.364 3.175
H -5.225 -2.058 3.269
O -2.138 1.610 -2.668
C -1.117 1.805 -2.036
O -0.963 1.669 -0.768
C 0.123 2.316 -2.747
C 0.026 3.317 -3.668
C 1.180 3.856 -4.266
C 2.423 3.354 -3.929
C 2.541 2.353 -2.974
C 1.389 1.788 -2.316
O 1.474 0.902 -1.417
N 3.845 1.950 -2.592
O 3.976 1.231 -1.612
O 4.795 2.360 -3.241
N 1.060 4.966 -5.149
O -0.045 5.458 -5.297
O 2.066 5.391 -5.690
H -0.941 3.718 -3.931
H 3.315 3.767 -4.376
F -4.754 -1.578 -2.053
C -3.413 -1.751 -2.096
C -2.587 -0.918 -1.365
C -1.196 -1.078 -1.382
C -0.679 -2.124 -2.186
C -1.550 -2.956 -2.892
F -1.097 -4.015 -3.619
C -2.918 -2.789 -2.863
C 0.784 -2.276 -2.207
C 1.494 -2.990 -3.178
C 2.871 -3.074 -3.095
C 3.521 -2.418 -2.061
C 2.752 -1.689 -1.171
N 1.429 -1.631 -1.221
H -3.041 -0.109 -0.801
H -3.568 -3.454 -3.408
H 0.985 -3.470 -3.995
H 3.428 -3.629 -3.836
H 4.590 -2.453 -1.938
H 3.227 -1.096 -0.399
O 0.302 -0.911 3.296
C 1.141 -1.356 2.520
O 1.320 -0.964 1.321
C 2.123 -2.406 3.031
C 1.948 -2.960 4.296
C 2.876 -3.855 4.809
C 3.988 -4.206 4.067
C 4.152 -3.661 2.797
C 3.225 -2.771 2.272
N 5.308 -4.017 2.025
O 5.427 -3.528 0.920
O 6.104 -4.789 2.527
H 1.077 -2.663 4.861
H 2.733 -4.273 5.793
H 4.732 -4.888 4.448
H 3.366 -2.362 1.284

---

77
Properties=species:S:1:pos:R:3 method="wB97M-V/def2-TZVPD" homo_energy_ha="-0.25017 / -0.29535" energy_ha=-6867.40293 spin_multiplicity=6 charge=0 orbital_gap_ha="0.2430 / 0.2388" relative_energy_ev=0.940
Ru -0.025 -0.316 0.210
F -0.639 2.111 5.093
C 0.382 1.523 4.492
F 1.439 2.328 4.520
F 0.674 0.389 5.119
S -0.036 1.123 2.754
O 1.245 0.759 2.153
O -0.987 0.031 2.796
N -0.591 2.490 2.256
S -1.793 2.520 1.211
O -1.414 1.876 -0.045
O -3.088 2.246 1.746
C -1.733 4.314 0.845
F -0.541 4.635 0.338
F -1.945 5.019 1.948
F -2.673 4.585 -0.046
Br -0.285 0.195 -2.659
C -1.848 -0.873 -2.843
C -2.286 -1.118 -4.108
C -3.474 -1.857 -4.289
C -4.184 -2.275 -3.203
C -3.738 -2.001 -1.886
C -4.516 -2.381 -0.763
C -4.089 -2.093 0.496
C -2.834 -1.463 0.702
C -2.021 -1.087 -0.342
C -2.509 -1.315 -1.669
H -1.735 -0.741 -4.960
H -3.825 -2.063 -5.294
H -5.113 -2.822 -3.333
H -5.465 -2.881 -0.930
H -4.697 -2.362 1.354
H -2.529 -1.282 1.723
I 2.756 0.069 -0.564
C 3.982 -1.721 -0.306
C 5.278 -1.309 -0.373
C 6.343 -2.225 -0.255
C 6.063 -3.537 -0.073
C 4.727 -3.993 0.028
C 4.514 -5.372 0.233
C 3.260 -5.875 0.352
C 2.167 -4.998 0.272
C 2.309 -3.646 0.076
P 0.675 -2.766 0.055
C 0.054 -3.501 -1.495
C -1.016 -4.370 -1.663
C -1.363 -4.819 -2.932
C -0.644 -4.410 -4.043
C 0.432 -3.544 -3.883
C 0.774 -3.094 -2.620
C -0.057 -3.446 1.584
C 0.691 -3.143 2.728
C 0.220 -3.461 3.990
C -1.017 -4.083 4.133
C -1.774 -4.363 3.009
C -1.303 -4.039 1.739
C 3.617 -3.084 -0.065
H 5.495 -0.259 -0.529
H 7.365 -1.873 -0.319
H 6.862 -4.266 0.002
H 5.380 -6.022 0.290
H 3.097 -6.935 0.506
H 1.169 -5.411 0.358
H -1.595 -4.710 -0.819
H -2.201 -5.496 -3.048
H -0.922 -4.757 -5.030
H 1.000 -3.214 -4.745
H 1.608 -2.408 -2.506
H 1.652 -2.646 2.627
H 0.808 -3.207 4.864
H -1.389 -4.332 5.119
H -2.751 -4.824 3.112
H -1.937 -4.235 0.891
Cl 2.602 3.500 0.737
C 1.971 2.651 -0.600
H 2.461 2.900 -1.534
H 0.889 2.563 -0.613

---

70
Properties=species:S:1:pos:R:3 method="wB97M-V/def2-TZVPD" homo_energy_ha=-0.14050 energy_ha=-3932.05792 charge=-1 orbital_gap_ha=0.2040
Pt 1.890 1.253 0.671
Cl 5.368 7.122 0.841
C 4.943 5.454 0.791
C 5.955 4.492 0.789
Cl 7.606 4.978 0.815
C 5.622 3.146 0.767
Cl 6.849 1.935 0.769
C 4.285 2.741 0.745
O 3.922 1.493 0.748
C 3.238 3.721 0.705
O 2.026 3.304 0.631
C 3.607 5.078 0.750
Cl 2.356 6.260 0.754
C -3.928 -2.770 1.289
C -2.890 -1.698 1.123
C -3.246 -0.358 1.093
C -2.279 0.639 0.926
C -2.620 2.065 0.996
O -1.852 2.911 1.441
C -3.973 2.509 0.554
C -4.810 1.829 -0.330
C -6.035 2.368 -0.682
C -6.437 3.601 -0.193
C -5.595 4.301 0.658
C -4.384 3.759 1.026
C -0.897 0.294 0.810
O -0.064 1.251 0.619
C -0.525 -1.099 0.848
C -1.559 -2.048 1.021
C 0.825 -1.539 0.772
N 1.899 -0.716 0.815
C 3.224 -1.263 0.621
C 3.558 -1.528 -0.842
Te 3.248 0.191 -2.118
C 1.264 -0.454 -2.603
C 0.190 0.355 -2.270
C -1.104 -0.067 -2.517
C -1.330 -1.289 -3.125
C -0.256 -2.092 -3.476
C 1.039 -1.679 -3.213
C 1.044 -2.993 0.673
C 0.506 -3.702 -0.405
C 0.780 -5.041 -0.579
C 1.632 -5.703 0.295
C 2.112 -5.031 1.406
C 1.791 -3.704 1.617
H -4.923 -2.339 1.368
H -3.729 -3.359 2.182
H -3.909 -3.446 0.434
H -4.273 -0.075 1.257
H -4.501 0.886 -0.758
H -6.688 1.822 -1.348
H -7.394 4.015 -0.478
H -5.891 5.268 1.035
H -3.709 4.288 1.683
H -1.310 -3.093 1.107
H 3.349 -2.200 1.171
H 3.942 -0.548 1.016
H 2.932 -2.324 -1.241
H 4.600 -1.821 -0.922
H 0.366 1.313 -1.798
H -1.932 0.560 -2.222
H -2.340 -1.617 -3.325
H -0.428 -3.047 -3.953
H 1.871 -2.318 -3.481
H -0.122 -3.177 -1.109
H 0.337 -5.575 -1.407
H 1.916 -6.728 0.110
H 2.742 -5.546 2.116
H 2.097 -3.214 2.532

---

72
Properties=species:S:1:pos:R:3 method="wB97M-V/def2-TZVPD" homo_energy_ha=-0.51027 energy_ha=-2194.82321 charge=+2 orbital_gap_ha=0.2093 relative_energy_ev=0.000
W -0.081 -0.587 -0.421
O -0.687 -2.841 2.986
C -0.110 -2.289 2.100
O -0.531 -1.158 1.516
C 1.187 -2.723 1.515
C 2.088 -3.628 2.038
C 3.309 -3.778 1.385
C 3.609 -2.998 0.270
C 2.639 -2.125 -0.178
N 1.462 -2.047 0.413
C 2.791 -1.072 -1.222
O 3.735 -0.860 -1.898
O 1.679 -0.270 -1.169
H 1.842 -4.168 2.943
H 4.046 -4.470 1.772
H 4.572 -3.037 -0.222
N -0.349 -1.436 -2.485
C 0.647 -1.076 -3.487
C 1.332 -2.075 -4.145
C 2.323 -1.723 -5.053
C 2.610 -0.383 -5.264
C 1.901 0.603 -4.587
C 0.899 0.270 -3.686
C 0.074 1.277 -2.976
C -0.280 2.419 -3.703
C -1.104 3.395 -3.182
C -1.641 3.231 -1.913
C -1.327 2.102 -1.184
C -0.461 1.122 -1.681
H -0.443 -2.446 -2.480
H -1.259 -1.056 -2.753
H 1.093 -3.121 -3.973
H 2.867 -2.493 -5.583
H 3.390 -0.100 -5.957
H 2.147 1.645 -4.749
H 0.086 2.518 -4.717
H -1.347 4.268 -3.773
H -2.311 3.973 -1.497
H -1.785 1.986 -0.212
O -3.692 -0.890 1.001
C -2.806 -1.308 0.351
O -1.953 -0.475 -0.380
C -2.374 -2.717 0.134
C -3.143 -3.793 0.510
C -2.612 -5.066 0.327
C -1.345 -5.196 -0.215
C -0.636 -4.052 -0.554
N -1.149 -2.835 -0.386
H -4.119 -3.624 0.942
H -3.180 -5.942 0.610
H -0.896 -6.167 -0.371
H 0.364 -4.118 -0.973
N -2.804 6.424 7.071
C -2.319 5.787 6.249
C -1.709 4.986 5.214
C -2.515 4.300 4.310
C -1.934 3.538 3.311
C -0.554 3.463 3.249
C 0.263 4.134 4.141
C -0.322 4.907 5.129
N 0.059 2.659 2.219
C 1.163 3.015 1.454
C 1.387 1.997 0.600
N 0.445 1.010 0.852
C -0.350 1.458 1.830
H -3.590 4.378 4.382
H -2.555 3.027 2.586
H 1.340 4.044 4.085
H 0.293 5.438 5.842
H 1.668 3.956 1.587
H 2.127 1.893 -0.172
H -1.165 0.918 2.279